[1]
C2H2N4O2 in the gas phase, computed with wB97M-V/def2-TZVPD.

Calculated values
**E_HOMO**: -10.13 eV
**Calculated total energy**: -446.66311 Eh
**Frontier orbital gap**: 0.355 hartree
**Total charge**: 0
**Energy above the lowest of the compared OMol25 structures with the same formula, charge and spin**: 8.425 eV
**SMILES string**: O/N=C\c1nnon1
**Lowest unoccupied orbital energy**: -0.464 eV

Last column: Mulliken charge in e.
Positions of all 10 atoms, in Å:
O -1.86 -0.96 -0.15  -0.058
O 2.25 -0.89 0.16  -0.416
N -0.62 -1.07 -0.20  -0.051
N -1.25 1.05 0.11  -0.019
N -2.27 0.42 0.20  -0.248
N 2.34 0.50 -0.15  -0.382
C -0.26 0.26 0.13  0.443
C 1.12 1.03 -0.17  -0.075
H 3.24 -1.17 0.79  0.368
H 0.98 2.04 -0.35  0.438

---

[2]
C2H2N4O2 in the gas phase, computed with wB97M-V/def2-TZVPD.

Calculated values
**E_HOMO**: -9.89 eV
**Calculated total energy**: -446.65523 Eh
**Frontier orbital gap**: 0.289 hartree
**Total charge**: 0
**Energy above the lowest of the compared OMol25 structures with the same formula, charge and spin**: 8.639 eV
**SMILES string**: O=C/N=c1\nno[nH]1
**Lowest unoccupied orbital energy**: -2.018 eV

Last column: Mulliken charge in e.
Positions of all 10 atoms, in Å:
O -2.08 0.91 1.02  -0.556
O 2.20 -0.86 0.47  -0.160
N -0.73 0.15 -1.03  -0.458
N 1.50 -0.40 -0.53  -0.130
N 1.66 0.27 1.48  -0.044
N 0.49 0.75 1.13  0.058
C 0.28 0.07 -0.13  0.444
C -1.82 0.30 -0.16  0.132
H 1.21 -1.12 -1.42  0.408
H -2.73 -0.07 -0.81  0.306

---

[3]
C2H2N4O2 in the gas phase, computed with wB97M-V/def2-TZVPD.

Calculated values
**E_HOMO**: -10.63 eV
**Calculated total energy**: -446.82369 Eh
**Frontier orbital gap**: 0.369 hartree
**Total charge**: 0
**Energy above the lowest of the compared OMol25 structures with the same formula, charge and spin**: 4.055 eV
**SMILES string**: O=c1[nH]nnnc1O
**Lowest unoccupied orbital energy**: -0.595 eV

Last column: Mulliken charge in e.
Positions of all 10 atoms, in Å:
O -1.38 -1.54 -0.01  -0.412
O -1.64 1.13 -0.12  -0.694
N 2.00 -0.70 -0.14  -0.175
N 0.87 -1.45 -0.02  -0.256
N 0.64 1.12 0.13  0.196
N 1.91 0.58 -0.02  -0.336
C -0.50 0.58 -0.04  0.669
C -0.27 -0.87 0.14  0.389
H 0.48 2.11 0.07  0.282
H -2.10 -0.97 0.01  0.336

---

[4]
C2H2N4O2 in the gas phase, computed with wB97M-V/def2-TZVPD.

Calculated values
**E_HOMO**: -9.72 eV
**Calculated total energy**: -446.69921 Eh
**Frontier orbital gap**: 0.296 hartree
**Total charge**: 0
**Energy above the lowest of the compared OMol25 structures with the same formula, charge and spin**: 7.443 eV
**SMILES string**: O/N=c1\nnnco1
**Lowest unoccupied orbital energy**: -1.659 eV

Last column: Mulliken charge in e.
Positions of all 10 atoms, in Å:
O -0.37 -2.09 -1.34  -0.322
O 0.97 0.92 -0.45  -0.295
N 0.24 -0.93 -1.51  -0.316
N -0.39 -0.75 0.69  -0.129
N -0.35 1.40 1.35  0.011
N -0.57 0.13 1.57  -0.389
C 0.21 1.89 0.39  0.044
C 0.39 -0.34 -0.39  0.668
H -1.10 -2.03 -0.69  0.379
H 0.27 3.07 0.38  0.349

---

[5]
C2H2N4O3 in the gas phase, computed with wB97M-V/def2-TZVPD.

Calculated values
**E_HOMO**: -9.95 eV
**Calculated total energy**: -521.97626 Eh
**Frontier orbital gap**: 0.316 hartree
**Total charge**: 0
**Energy above the lowest of the compared OMol25 structures with the same formula, charge and spin**: 3.565 eV
**SMILES string**: Nn1onnc(=O)c1=O
**Lowest unoccupied orbital energy**: -1.351 eV

Last column: Mulliken charge in e.
Positions of all 11 atoms, in Å:
O -1.74 -0.56 0.62  -0.571
O -1.95 1.34 -1.36  -0.355
O 1.37 0.65 -0.18  -0.215
N 0.52 -0.27 0.46  0.512
N 0.85 -0.71 1.67  -0.793
N 0.15 0.73 -2.14  -0.070
N 1.25 0.66 -1.64  0.007
C -0.78 -0.07 0.09  0.597
C -0.94 0.75 -1.20  0.309
H 1.31 -1.60 1.53  0.265
H -0.03 -0.92 2.17  0.313

---

[6]
C2H2N4OS in the gas phase, computed with wB97M-V/def2-TZVPD.

Calculated values
**E_HOMO**: -9.17 eV
**Calculated total energy**: -769.76424 Eh
**Frontier orbital gap**: 0.296 hartree
**Total charge**: 0
**Energy above the lowest of the compared OMol25 structures with the same formula, charge and spin**: 1.600 eV
**SMILES string**: [O-][N+](=S)c1nc[nH]n1
**Lowest unoccupied orbital energy**: -1.124 eV

Last column: Mulliken charge in e.
Positions of all 10 atoms, in Å:
S 3.08 -0.71 -0.14  -0.121
O 2.15 1.60 0.25  -0.462
N -0.43 1.09 -0.24  -0.473
N -1.26 -0.89 0.09  0.157
N 1.91 0.43 0.01  0.455
N 0.06 -1.10 0.15  -0.516
C 0.50 0.12 -0.06  0.364
C -1.54 0.42 -0.15  -0.041
H -1.91 -1.65 0.34  0.244
H -2.58 0.69 -0.26  0.394

---

[7]
C2H2N4OS in the gas phase, computed with wB97M-V/def2-TZVPD.

Calculated values
**E_HOMO**: -8.76 eV
**Calculated total energy**: -769.65991 Eh
**Frontier orbital gap**: 0.248 hartree
**Total charge**: 0
**Energy above the lowest of the compared OMol25 structures with the same formula, charge and spin**: 4.439 eV
**SMILES string**: S/N=c1\nncno1
**Lowest unoccupied orbital energy**: -2.010 eV

Last column: Mulliken charge in e.
Positions of all 10 atoms, in Å:
S -3.12 -0.12 -0.07  -0.072
O 0.46 -1.52 0.23  -0.129
N -0.26 0.83 0.15  -0.025
N 0.98 1.21 0.02  -0.444
N 1.73 -1.11 -0.21  -0.280
N -1.77 -0.90 -0.04  -0.313
C -0.51 -0.46 0.01  0.578
C 1.99 0.14 -0.13  0.184
H -2.59 1.24 0.05  0.189
H 3.09 0.68 -0.02  0.311

---

[8]
C2H2N4S in the gas phase, computed with wB97M-V/def2-TZVPD.

Calculated values
**E_HOMO**: -9.57 eV
**Calculated total energy**: -694.55366 Eh
**Frontier orbital gap**: 0.304 hartree
**Total charge**: 0
**Energy above the lowest of the compared OMol25 structures with the same formula, charge and spin**: 0.111 eV
**SMILES string**: S=Cn1ncnn1
**Lowest unoccupied orbital energy**: -1.312 eV

Last column: Mulliken charge in e.
Positions of all 9 atoms, in Å:
S 3.00 -0.47 -0.02  -0.198
N -0.69 0.84 -0.01  -0.761
N -0.07 -1.32 0.03  -0.281
N 0.33 -0.02 -0.03  0.869
N -1.36 -1.28 -0.06  -0.376
C 1.65 0.39 -0.04  -0.035
C -1.75 0.04 -0.02  0.040
H -2.78 0.35 0.10  0.407
H 1.67 1.47 0.04  0.336

---

[9]
An isolated ion of composition C2H2N5 and charge +1, computed with wB97M-V/def2-TZVPD.

Calculated values
**E_HOMO**: -14.83 eV
**Calculated total energy**: -350.61941 Eh
**Frontier orbital gap**: 0.306 hartree
**Total charge**: +1
**Energy above the lowest of the compared OMol25 structures with the same formula, charge and spin**: 6.173 eV
**SMILES string**: [H]/N=N/N=[N+]=NC#C
**Lowest unoccupied orbital energy**: -6.494 eV

Last column: Mulliken charge in e.
Positions of all 9 atoms, in Å:
N -0.75 1.14 1.17  0.937
N -1.80 0.88 0.82  -0.314
N -0.95 -0.73 -0.79  0.372
N 0.38 1.26 1.43  -0.504
N -1.91 -0.24 -0.34  -0.302
C 1.36 -1.43 -1.29  -0.197
C 0.31 -0.94 -0.91  0.222
H 1.09 1.95 1.39  0.335
H 2.28 -1.88 -1.48  0.450

---

[10]
C2H2N5O2 as an isolated structure, computed with wB97M-V/def2-TZVPD.

Calculated values
**E_HOMO**: -4.90 eV
**Calculated total energy**: -501.47742 Eh
**Frontier orbital gap**: 0.288 hartree
**Total charge**: -1
**Energy above the lowest of the compared OMol25 structures with the same formula, charge and spin**: 3.971 eV
**Lowest unoccupied orbital energy**: 2.939 eV

Last column: Mulliken charge in e.
Positions of all 11 atoms, in Å:
O -0.45 0.30 -4.25  -0.590
O 0.27 -1.20 -2.78  -0.587
N -0.29 -0.23 -3.07  1.295
N 0.73 -0.09 1.64  -0.508
N -0.53 -0.63 1.77  -0.472
N -0.82 0.69 -2.53  -0.278
N -0.26 0.05 -0.33  -0.191
C -1.09 -0.52 0.57  -0.251
C 0.91 0.20 0.39  -0.118
H 1.67 0.74 -0.26  0.325
H -2.16 -0.59 0.51  0.376

---

[11]
An isolated ion of composition C2H2N5O2 and charge -1, computed with wB97M-V/def2-TZVPD.

Calculated values
**E_HOMO**: -5.30 eV
**Calculated total energy**: -501.60300 Eh
**Frontier orbital gap**: 0.315 hartree
**Total charge**: -1
**Energy above the lowest of the compared OMol25 structures with the same formula, charge and spin**: 0.554 eV
**Lowest unoccupied orbital energy**: 3.266 eV

Last column: Mulliken charge in e.
Positions of all 11 atoms, in Å:
O -0.51 1.00 2.27  -0.569
O -1.57 1.89 0.60  -0.546
N 2.46 2.19 -0.99  -0.455
N 1.67 1.66 -0.06  -0.270
N -0.73 1.13 1.05  0.905
N 2.10 1.73 -2.15  -0.357
N 1.07 0.92 -2.05  -0.468
C 0.78 0.92 -0.75  0.518
C -0.18 0.18 0.10  -0.270
H -0.87 -0.42 -0.60  0.239
H 0.32 -0.58 0.61  0.276

---

[12]
C2H2N6 in the gas phase, computed with wB97M-V/def2-TZVPD.

Calculated values
**E_HOMO**: -9.56 eV
**Calculated total energy**: -405.73701 Eh
**Frontier orbital gap**: 0.315 hartree
**Total charge**: 0
**Energy above the lowest of the compared OMol25 structures with the same formula, charge and spin**: 3.239 eV
**SMILES string**: [H]/N=c1\nncnnn1
**Lowest unoccupied orbital energy**: -0.990 eV

Last column: Mulliken charge in e.
Positions of all 10 atoms, in Å:
N 0.34 -1.34 -0.62  -0.122
N 0.23 0.94 1.80  -0.591
N 1.82 0.33 0.05  -0.156
N 1.67 -0.64 -0.77  -0.119
N -1.00 0.37 -1.24  -0.193
N -0.34 1.13 -0.49  -0.192
C 0.44 0.75 0.61  0.685
C -0.79 -1.04 -0.87  0.034
H -0.76 1.23 2.23  0.286
H -1.61 -1.73 -0.69  0.369

---

[13]
A 2-piece molecular cluster, C2H2NO2 overall, computed with wB97M-V/def2-TZVPD.

Calculated values
**E_HOMO**: -4.84 eV
**Calculated total energy**: -282.68132 Eh
**Frontier orbital gap**: 0.345 hartree
**Total charge**: -1
**Energy above the lowest of the compared OMol25 structures with the same formula, charge and spin**: 0.272 eV
**Lowest unoccupied orbital energy**: 4.559 eV

Last column: Mulliken charge in e.
Positions of all 7 atoms, in Å:
O -2.43 -0.56 0.11  -0.552
O -0.70 0.83 0.64  -0.679
N 1.76 -0.05 0.09  0.008
C 2.91 -0.24 0.28  -0.331
C -1.39 0.02 -0.06  0.060
H 0.71 0.23 -0.03  0.369
H -0.86 -0.24 -1.03  0.125

---

[14]
An isolated ion of composition C2H2NO2 and charge +1, computed with wB97M-V/def2-TZVPD.

Calculated values
**E_HOMO**: -17.55 eV
**Calculated total energy**: -282.10174 Eh
**Frontier orbital gap**: 0.351 hartree
**Total charge**: +1
**Energy above the lowest of the compared OMol25 structures with the same formula, charge and spin**: 6.763 eV
**Lowest unoccupied orbital energy**: -8.006 eV

Last column: Mulliken charge in e.
Positions of all 7 atoms, in Å:
O -0.86 -1.04 -0.03  -0.042
O -1.41 1.00 0.04  -0.305
N -1.72 -0.14 -0.03  0.536
C 0.86 0.55 -0.09  0.151
C 0.45 -0.63 0.12  -0.121
H 1.34 1.51 -0.24  0.421
H 1.34 -1.25 0.23  0.360

---

[15]
C2H2NO2P as an isolated structure, computed with wB97M-V/def2-TZVPD.

Calculated values
**E_HOMO**: -8.11 eV
**Calculated total energy**: -623.91723 Eh
**Frontier orbital gap**: 0.293 hartree
**Total charge**: 0
**Energy above the lowest of the compared OMol25 structures with the same formula, charge and spin**: 2.476 eV
**Lowest unoccupied orbital energy**: -0.134 eV

Last column: Mulliken charge in e.
Positions of all 8 atoms, in Å:
P -0.75 0.27 1.16  0.520
O 0.58 0.24 1.83  -0.548
O 2.30 -0.57 -0.34  -0.329
N -1.09 0.11 -0.37  -0.412
C -0.03 -0.11 -1.10  -0.501
C 1.24 -0.21 -0.62  0.719
H -2.07 0.48 1.56  0.139
H -0.18 -0.21 -2.11  0.412

---

[16]
An isolated ion of composition C2H2NO2S and charge -1, computed with wB97M-V/def2-TZVPD.

Calculated values
**E_HOMO (spin up / spin down)**: -3.85 / -3.82 eV
**Calculated total energy**: -680.71660 Eh
**Frontier orbital gap (spin up / spin down)**: 0.287 / 0.286 hartree
**Total charge**: -1
**Energy above the lowest of the compared OMol25 structures with the same formula, charge and spin**: 5.187 eV
**Lowest unoccupied orbital energy (spin up / spin down)**: 3.967 / 3.956 eV

Last column: Mulliken charge in e.
Positions of all 8 atoms, in Å:
S 1.30 -0.36 0.77  0.426
O 2.00 -1.59 0.64  -0.568
O 0.04 -0.56 1.66  -0.653
N -0.76 1.88 -1.23  -0.572
C 0.09 -0.12 -0.63  -0.458
C -0.84 0.96 -0.36  0.184
H -1.40 0.69 0.48  0.401
H -0.43 -0.90 -1.33  0.241

---

[17]
An isolated ion of composition C2H2NO3 and charge -1, computed with wB97M-V/def2-TZVPD.

Calculated values
**E_HOMO**: -4.60 eV
**Calculated total energy**: -357.95037 Eh
**Frontier orbital gap**: 0.326 hartree
**Total charge**: -1
**Energy above the lowest of the compared OMol25 structures with the same formula, charge and spin**: 1.327 eV
**SMILES string**: O=CNC(=O)[O-]
**Lowest unoccupied orbital energy**: 4.270 eV

Last column: Mulliken charge in e.
Positions of all 8 atoms, in Å:
O -0.67 -1.60 1.62  -0.662
O -0.57 -1.60 -0.78  -0.627
O 0.78 2.17 -0.59  -0.714
N -0.20 0.36 0.32  -0.248
C -0.48 -1.33 0.42  0.639
C 0.39 0.92 -0.75  0.091
H 0.79 0.25 -1.50  0.294
H -0.03 0.83 1.26  0.226

---

[18]
A 2-piece molecular cluster, C2H2NO3S overall, computed with wB97M-V/def2-TZVPD.

Calculated values
**E_HOMO**: -3.58 eV
**Calculated total energy**: -756.00327 Eh
**Frontier orbital gap**: 0.249 hartree
**Total charge**: -1
**Energy above the lowest of the compared OMol25 structures with the same formula, charge and spin**: 3.719 eV
**Lowest unoccupied orbital energy**: 3.194 eV

Last column: Mulliken charge in e.
Positions of all 9 atoms, in Å:
S -0.16 -0.25 -2.45  -0.341
O 1.32 -1.12 2.45  -0.533
O -0.84 -1.11 2.67  -0.535
O -0.32 -2.59 -1.11  -0.535
N 0.19 -1.02 1.98  0.206
C -0.20 -1.41 -1.17  0.630
C -0.01 -0.25 -0.31  -0.530
H 0.98 0.10 -0.10  0.316
H -0.86 0.30 0.04  0.322

---

[19]
An isolated ion of composition C2H2NO3S and charge -1, computed with wB97M-V/def2-TZVPD.

Calculated values
**E_HOMO**: -3.88 eV
**Calculated total energy**: -756.05292 Eh
**Frontier orbital gap**: 0.282 hartree
**Total charge**: -1
**Energy above the lowest of the compared OMol25 structures with the same formula, charge and spin**: 2.368 eV
**SMILES string**: O=C(NO)C([O-])=S
**Lowest unoccupied orbital energy**: 3.785 eV

Last column: Mulliken charge in e.
Positions of all 9 atoms, in Å:
S -1.07 -2.18 2.65  -0.497
O 0.40 0.40 1.79  -0.596
O -2.18 0.12 3.31  -0.591
O 0.64 0.49 -0.74  -0.436
N -0.63 0.09 -0.23  -0.207
C -0.66 0.04 1.24  0.370
C -1.57 -0.64 2.54  0.352
H 1.24 0.78 0.00  0.346
H -0.89 -0.73 -0.87  0.259

---

[20]
A 3-piece molecular cluster, C2H2NO3S overall, computed with wB97M-V/def2-TZVPD.

Calculated values
**E_HOMO**: -3.75 eV
**Calculated total energy**: -755.94010 Eh
**Frontier orbital gap**: 0.268 hartree
**Total charge**: -1
**Energy above the lowest of the compared OMol25 structures with the same formula, charge and spin**: 5.438 eV
**Lowest unoccupied orbital energy**: 3.552 eV

Last column: Mulliken charge in e.
Positions of all 9 atoms, in Å:
S -0.54 1.65 -0.81  -0.355
O 0.05 -1.90 -0.32  -0.614
O -0.71 2.12 2.05  -0.509
O 0.20 -1.43 1.82  -0.622
N -0.10 -1.09 0.65  0.801
C -0.29 0.24 0.42  0.093
C -0.47 1.37 1.17  0.267
H 0.66 -0.26 -2.20  -0.251
H 1.21 -0.70 -2.78  0.190